(1)
C5H7NO as an isolated structure in a non-equilibrium geometry. Source: the OMol25 dataset; level of theory: ωB97M-V with the def2-TZVPD basis set.

orbital gap	8.534	eV
LUMO level	0.66	eV
ΔE to the lowest compared entry with this formula, charge and spin	109.5	kcal/mol

Structure (ORCA input):
```
! RIJCOSX wB97M-V def2-TZVPD def2/J DEFGRID3
* xyz 0 1
O -1.629 1.402 1.438
C -0.903 0.747 0.739
C -1.322 -0.123 -0.467
N -0.030 -0.760 -0.681
C 0.979 0.319 -0.638
C 0.606 0.521 0.829
C 0.544 -0.991 1.156
H -1.656 0.528 -1.294
H -2.101 -0.852 -0.250
H 0.781 1.149 -1.333
H 1.977 -0.086 -0.807
H 1.128 1.197 1.497
H 1.556 -1.387 0.893
H 0.070 -1.665 -1.081
*
```

***

(2)
A 2-piece molecular cluster, C4H16N3 overall in a non-equilibrium geometry. Source: the OMol25 dataset; level of theory: ωB97M-V with the def2-TZVPD basis set.

orbital gap (spin up / spin down)	3.639 / 10.562	eV
LUMO level (spin up / spin down)	0.73 / 0.58	eV
ΔE to the lowest compared entry with this formula, charge and spin	0.0	kcal/mol
<S²>	0.75

Structure (ORCA input):
```
! RIJCOSX wB97M-V def2-TZVPD def2/J DEFGRID3
* xyz 0 2
C -2.230 -2.114 -0.045
C -1.602 -1.303 1.099
N -1.626 0.142 0.773
H -1.797 -1.800 -0.995
H -2.059 -3.177 0.114
H -3.300 -1.905 -0.069
H -2.154 -1.520 2.019
H -0.570 -1.615 1.240
H -2.586 0.440 0.625
H -1.297 0.650 1.592
C 1.935 0.742 0.234
N 3.308 1.262 0.297
C 1.253 1.324 -0.994
N 0.119 0.431 -1.426
H 1.341 1.009 1.120
H 1.987 -0.344 0.151
H 3.285 2.268 0.138
H 3.638 1.215 1.257
H 1.975 1.402 -1.806
H 0.798 2.290 -0.775
H -0.461 0.805 -2.217
H 0.544 -0.459 -1.775
H -0.501 0.258 -0.557
*
```

***

(3)
C16H14BrN5O2 in the gas phase in a non-equilibrium geometry. Source: the OMol25 dataset; level of theory: ωB97M-V with the def2-TZVPD basis set.

orbital gap	7.501	eV
SMILES string	C[C@H]1C/C(=C2/NC(N)=NC2=O)c2c([nH]c3ccc(Br)cc23)C(=O)N1
LUMO level	-0.85	eV

Structure (ORCA input):
```
! RIJCOSX wB97M-V def2-TZVPD def2/J DEFGRID3
* xyz 0 1
C 3.531 2.588 0.016
C 2.549 1.460 0.058
C 1.274 1.938 -0.677
C 0.248 0.936 -0.293
C -0.690 1.287 0.783
N -1.314 0.349 1.687
C -2.218 1.088 2.365
N -3.188 0.516 3.200
N -1.995 2.344 2.415
C -1.041 2.503 1.440
O -0.570 3.638 1.282
C 0.218 -0.416 -0.891
C 1.290 -1.208 -1.158
N 0.911 -2.584 -1.374
C -0.469 -2.620 -1.426
C -1.344 -3.605 -1.396
C -2.726 -3.406 -1.339
C -3.253 -2.042 -1.142
Br -5.038 -1.696 -0.797
C -2.266 -0.987 -1.088
C -0.929 -1.260 -1.156
C 2.714 -0.761 -0.998
O 3.689 -1.477 -1.168
N 3.246 0.361 -0.473
H 3.704 3.030 -0.958
H 3.219 3.430 0.644
H 4.454 2.254 0.508
H 2.346 1.322 1.183
H 1.539 1.950 -1.736
H 0.972 2.970 -0.463
H -1.485 -0.631 1.445
H -3.006 -0.524 3.296
H -3.268 1.103 4.059
H 1.551 -3.321 -1.460
H -0.997 -4.649 -1.545
H -3.392 -4.251 -1.436
H -2.478 0.151 -1.072
H 4.211 0.219 -0.334
*
```